1.
Entry from the OMol25 dataset: a 2-piece molecular cluster, C8H8ClFO2S overall at a distorted geometry (ωB97M-V/def2-TZVPD).

ΔE to the lowest compared entry with this formula, charge and spin = 50.1 kcal per mole
2S+1 = 1
HOMO (alpha / beta) = -0.336 / -0.306 Ha
Frontier orbital gap (alpha / beta) = 8.6 / 6.2 eV

Atoms and positions in Å:
Cl -2.560 -0.428 4.106
S 2.081 0.774 -2.225
F 1.767 -0.905 -2.501
O 3.444 0.994 -1.755
O -3.514 -1.791 2.163
C -1.556 -0.553 1.546
C -0.145 -0.258 2.139
C -0.767 -0.259 -0.761
C 1.784 1.361 -3.763
C -1.781 -0.606 0.212
C 0.308 0.189 -0.172
C 0.836 0.399 1.147
C -2.625 -1.037 2.462
H 0.931 1.496 1.490
H 0.206 -1.294 2.279
H -2.760 -0.757 -0.146
H -0.483 0.284 3.017
H -0.788 -0.408 -1.821
H 1.785 -0.075 1.171
H 1.165 0.917 -4.520
H 2.672 1.956 -4.065

Okay, here come the Löwdin numbers, in e, for every atom:
1. Cl 0.71
2. S 0.86
3. F -0.35
4. O -0.42
5. O 0.04
6. C -0.21
7. C -0.13
8. C -0.08
9. C -0.19
10. C -0.01
11. C -0.04
12. C -0.17
13. C -0.77
14. H 0.16
15. H 0.14
16. H 0.11
17. H 0.06
18. H 0.10
19. H 0.11
20. H 0.03
21. H 0.04

=====

2.
Entry from the OMol25 dataset: a 12-piece molecular cluster, C16H56N16O12 overall at a distorted geometry (ωB97M-V/def2-TZVPD).

Net charge = -1
2S+1 = 2
HOMO (alpha / beta) = 0.014 / -0.230 Ha
Frontier orbital gap (alpha / beta) = 1.8 / 8.4 eV

Atoms and positions in Å:
O -1.777 26.758 25.320
O -3.714 24.722 21.239
O -5.884 26.769 21.123
O -8.071 32.941 19.402
O -8.616 25.321 15.790
O -7.027 33.114 24.022
O -9.829 30.325 20.526
O -5.605 22.945 22.111
O -8.641 28.109 17.841
O -7.566 29.610 23.474
O -5.255 24.503 18.328
O -8.795 21.379 19.825
N -6.823 24.905 14.547
N -7.171 28.447 20.247
N -7.544 32.115 22.143
N -10.302 30.050 22.764
N -5.783 22.730 17.098
N -7.169 28.853 25.493
N -6.787 26.654 19.121
N -5.679 22.430 19.178
N -10.401 26.999 17.175
N -6.745 26.657 15.819
N -6.584 27.603 23.894
N -10.649 28.727 18.446
N -6.655 32.439 17.749
N -11.913 30.034 21.371
N -7.842 34.255 22.313
N -7.999 30.907 18.502
C -9.324 23.659 19.335
C -7.473 25.601 15.363
C -6.801 23.633 22.546
C -6.599 27.242 20.254
C -2.810 26.577 24.419
C -6.539 24.448 23.749
C -3.037 27.875 23.627
C -7.100 28.748 24.195
C -5.481 23.307 18.225
C -7.472 33.163 22.876
C -9.285 22.230 18.799
C -10.605 30.200 21.489
C -9.865 28.016 17.756
C -2.566 24.913 20.489
C -2.259 26.388 20.266
C -7.576 32.109 18.621
H -3.742 26.296 24.908
H -10.949 30.050 23.539
H -10.030 23.806 20.152
H -7.314 24.142 14.105
H -6.870 28.069 26.054
H -7.368 25.115 23.986
H -7.745 29.569 25.912
H -9.202 21.714 20.628
H -10.323 22.051 18.519
H -7.559 22.871 22.728
H -6.368 31.762 17.057
H -8.155 34.291 21.353
H -4.858 23.536 21.988
H -3.754 27.638 22.841
H -6.066 25.425 14.125
H -8.350 23.996 19.690
H -12.494 29.810 22.166
H -5.599 24.995 23.668
H -10.232 29.424 19.045
H -12.277 30.075 20.429
H -7.704 28.628 19.408
H -2.648 25.655 23.861
H -7.676 30.244 17.812
H -5.754 21.722 17.036
H -3.428 28.760 24.130
H -6.330 25.789 18.870
H -1.414 25.897 25.543
H -7.056 31.311 22.510
H -1.408 26.538 19.602
H -7.296 28.989 21.090
H -2.087 28.237 23.234
H -7.266 27.198 16.494
H -5.871 23.413 16.359
H -5.993 26.915 15.195
H -1.660 24.437 20.864
H -9.473 24.437 18.585
H -6.595 27.427 22.900
H -9.324 29.981 23.005
H -4.368 25.374 20.977
H -8.693 30.477 19.096
H -6.340 23.792 24.597
H -8.677 22.005 17.923
H -11.652 28.628 18.502
H -6.238 26.995 24.623
H -6.330 33.392 17.830
H -7.895 35.074 22.901
H -9.849 26.254 16.774
H -7.552 27.052 18.596
H -5.647 22.835 20.103
H -2.743 24.510 19.492
H -3.071 26.886 19.736
H -11.326 26.808 17.532
H -7.158 24.260 21.729
H -2.120 26.948 21.191
H -6.014 21.486 19.055
H -7.929 32.138 21.209

Löwdin population analysis, charges in e, atoms 1 to 99:
1. O -0.07
2. O -0.09
3. O -0.01
4. O -0.02
5. O -0.02
6. O -0.02
7. O -0.06
8. O -0.11
9. O -0.07
10. O 0.00
11. O 0.02
12. O -0.10
13. N 0.16
14. N 0.20
15. N 0.19
16. N 0.17
17. N 0.16
18. N 0.17
19. N 0.20
20. N 0.20
21. N 0.18
22. N 0.18
23. N 0.20
24. N 0.19
25. N 0.16
26. N 0.11
27. N 0.17
28. N 0.19
29. C -0.10
30. C -0.75
31. C -0.30
32. C -0.72
33. C -0.34
34. C -0.11
35. C -0.07
36. C -0.74
37. C -0.74
38. C -0.82
39. C -0.31
40. C -0.73
41. C -0.82
42. C -0.32
43. C -0.07
44. C -0.75
45. H 0.09
46. H 0.09
47. H 0.06
48. H 0.13
49. H 0.10
50. H 0.07
51. H 0.12
52. H 0.07
53. H 0.10
54. H 0.11
55. H 0.10
56. H 0.09
57. H 0.03
58. H 0.05
59. H 0.11
60. H 0.05
61. H 0.06
62. H 0.06
63. H 0.05
64. H 0.05
65. H 0.05
66. H 0.11
67. H 0.10
68. H 0.11
69. H 0.07
70. H 0.06
71. H 0.08
72. H 0.08
73. H 0.07
74. H 0.09
75. H 0.07
76. H 0.07
77. H 0.09
78. H 0.09
79. H 0.11
80. H 0.06
81. H 0.08
82. H 0.06
83. H 0.05
84. H 0.05
85. H 0.08
86. H 0.10
87. H 0.02
88. H 0.10
89. H 0.12
90. H 0.11
91. H 0.05
92. H 0.05
93. H 0.08
94. H 0.10
95. H 0.08
96. H 0.05
97. H 0.09
98. H 0.05
99. H 0.11

=====

3.
Entry from the OMol25 dataset: a 9-piece molecular cluster, C48H48F6O9 overall at a distorted geometry (ωB97M-V/def2-TZVPD).

Net charge = +1
2S+1 = 2
HOMO (alpha / beta) = -0.383 / -0.383 Ha
Frontier orbital gap (alpha / beta) = 6.3 / 2.3 eV

Atoms and positions in Å:
F -17.206 -15.254 7.671
F -11.388 -16.019 -1.351
F -18.114 -15.797 3.405
F -16.048 -18.495 5.839
F -6.007 -10.784 4.146
F -11.514 -20.744 9.047
O -16.782 -19.974 0.885
O -12.023 -11.380 -0.421
O -12.478 -13.467 6.026
O -15.700 -18.280 1.989
O -13.508 -15.512 5.578
O -16.889 -19.841 3.182
O -12.030 -9.524 0.967
O -13.271 -11.248 1.540
O -13.878 -13.820 4.247
C -18.063 -13.864 0.270
C -18.202 -19.608 9.002
C -18.732 -19.801 7.761
C -13.871 -10.720 3.903
C -9.942 -11.882 4.512
C -12.381 -10.748 0.584
C -16.156 -18.900 8.161
C -9.030 -12.804 4.011
C -9.884 -16.585 2.422
C -15.164 -18.283 0.710
C -12.542 -19.482 7.299
C -11.422 -19.843 8.081
C -7.686 -12.401 3.962
C -7.292 -11.119 4.189
C -12.406 -9.294 2.362
C -18.456 -14.881 -0.570
C -14.789 -14.793 3.824
C -10.159 -18.229 6.819
C -14.605 -12.454 9.080
C -15.152 -12.339 7.786
C -9.468 -10.577 4.837
C -18.630 -16.217 -0.112
C -11.328 -15.403 0.871
C -10.809 -15.584 2.230
C -14.245 -16.117 4.490
C -15.971 -14.341 9.517
C -8.185 -10.167 4.702
C -10.792 -16.101 -0.152
C -16.865 -19.256 9.259
C -16.677 -19.018 6.877
C -11.235 -17.895 6.053
C -16.011 -13.345 7.312
C -13.194 -14.188 5.332
C -13.676 -10.202 2.496
C -18.137 -15.418 2.096
C -10.245 -19.202 7.822
C -12.446 -18.529 6.319
C -17.961 -19.557 6.635
C -17.823 -14.120 1.601
C -16.304 -14.361 8.161
C -13.648 -18.614 0.894
C -14.787 -15.008 2.262
C -16.458 -19.392 2.113
C -9.412 -17.361 1.438
C -15.894 -19.401 -0.050
C -9.853 -17.077 0.142
C -18.430 -16.447 1.262
C -15.034 -13.455 9.922
H -16.456 -18.978 -0.883
H -13.853 -15.429 1.890
H -13.476 -19.888 7.656
H -13.206 -17.736 1.363
H -18.556 -17.446 1.651
H -15.456 -17.271 0.427
H -16.459 -19.052 10.239
H -13.380 -18.093 5.994
H -9.181 -17.793 6.679
H -7.859 -9.148 4.852
H -15.596 -15.694 2.013
H -11.134 -17.209 5.225
H -14.564 -13.483 10.894
H -18.843 -19.590 9.872
H -17.915 -12.871 -0.127
H -17.425 -13.363 2.260
H -14.561 -9.664 2.155
H -10.157 -9.830 5.202
H -12.083 -14.682 0.590
H -14.711 -11.388 4.096
H -18.836 -14.597 -1.540
H -14.158 -9.877 4.531
H -13.022 -18.625 0.002
H -15.021 -14.190 1.581
H -13.594 -16.703 3.840
H -12.923 -11.161 4.212
H -14.027 -11.633 9.478
H -10.970 -12.167 4.676
H -11.155 -15.100 3.132
H -16.278 -13.226 6.272
H -9.353 -19.514 8.346
H -15.068 -16.760 4.801
H -15.169 -20.105 -0.459
H -11.627 -9.795 2.937
H -8.690 -18.162 1.487
H -16.429 -15.024 10.217
H -9.212 -13.839 3.764
H -19.179 -16.949 -0.685
H -12.644 -8.320 2.792
H -15.755 -14.447 4.192
H -9.462 -16.846 3.382
H -19.795 -19.991 7.739
H -14.725 -11.475 7.299
H -6.876 -13.072 3.718
H -13.456 -19.492 1.512
H -18.197 -19.774 5.604
H -15.164 -18.503 8.317
H -9.360 -17.558 -0.690

Löwdin population analysis, charges in e, atoms 1 to 99:
1. F 0.03
2. F 0.08
3. F 0.04
4. F 0.18
5. F 0.08
6. F 0.09
7. O 0.07
8. O 0.11
9. O 0.12
10. O 0.04
11. O 0.02
12. O 0.09
13. O 0.07
14. O 0.03
15. O 0.05
16. C -0.09
17. C 0.03
18. C 0.01
19. C -0.03
20. C -0.07
21. C -0.50
22. C 0.04
23. C -0.06
24. C -0.14
25. C -0.31
26. C -0.03
27. C -0.29
28. C -0.02
29. C -0.30
30. C -0.04
31. C -0.08
32. C -0.25
33. C -0.07
34. C -0.07
35. C -0.05
36. C -0.10
37. C -0.04
38. C 0.00
39. C -0.04
40. C -0.06
41. C -0.03
42. C -0.01
43. C -0.31
44. C 0.03
45. C -0.15
46. C -0.08
47. C -0.02
48. C -0.50
49. C -0.29
50. C -0.28
51. C -0.01
52. C -0.08
53. C 0.12
54. C -0.02
55. C -0.28
56. C 0.01
57. C 0.01
58. C -0.48
59. C -0.08
60. C -0.10
61. C -0.01
62. C -0.04
63. C -0.10
64. H 0.13
65. H 0.06
66. H 0.09
67. H 0.05
68. H 0.12
69. H 0.14
70. H 0.14
71. H 0.07
72. H 0.11
73. H 0.12
74. H 0.05
75. H 0.09
76. H 0.11
77. H 0.14
78. H 0.11
79. H 0.11
80. H 0.15
81. H 0.10
82. H 0.11
83. H 0.07
84. H 0.10
85. H 0.09
86. H 0.09
87. H 0.09
88. H 0.12
89. H 0.07
90. H 0.11
91. H 0.06
92. H 0.09
93. H 0.11
94. H 0.12
95. H 0.11
96. H 0.13
97. H 0.11
98. H 0.11
99. H 0.11

=====

2S+1 of number 2 (C16H56N16O12)? 2